No. 1
9
Properties=species:S:1:pos:R:3:nbo_charge:R:1 method="wB97M-V/def2-TZVPD" energy_ha=-681.1853 lumo_energy_ha=-0.0369 charge=0 orbital_gap_ha=0.3034 largest_force_ha_per_bohr=0.0761
C 1.434 1.416 0.706 -0.52
C -0.093 -0.887 -0.547 -0.30
N 1.080 -1.306 -0.053 0.37
O 1.340 -2.104 0.879 -0.47
O 2.101 -0.789 -0.770 -0.56
S 2.643 0.762 0.040 0.82
H 0.583 1.124 1.197 0.22
H -0.935 -1.389 -0.161 0.21
H 0.047 -0.477 -1.507 0.21

---

No. 2
9
Properties=species:S:1:pos:R:3:nbo_charge:R:1 method="wB97M-V/def2-TZVPD" energy_ha=-681.1675 lumo_energy_ha="-0.0116 / -0.0880" charge=0 orbital_gap_ha="0.2212 / 0.2919" largest_force_ha_per_bohr=0.1707 spin_multiplicity=3
C -1.295 -0.793 0.547 -0.38
C -1.067 0.491 0.853 -0.28
N 1.041 -0.154 -1.228 0.37
O 2.107 0.642 -0.573 -0.59
O 0.911 -1.293 -0.923 -0.23
S -1.581 -2.308 0.247 0.27
H 2.116 1.434 -0.943 0.46
H -1.607 1.145 0.191 0.19
H -0.626 0.836 1.830 0.20

---

No. 3
9
Properties=species:S:1:pos:R:3:nbo_charge:R:1 method="wB97M-V/def2-TZVPD" energy_ha=-358.4166 lumo_energy_ha=0.0009 smiles="O=C=O.CN=O" charge=0 orbital_gap_ha=0.3465 largest_force_ha_per_bohr=0.0815
C -2.697 0.173 -0.014 1.01
C 1.384 -0.174 -0.425 -0.51
N 1.109 0.566 0.762 0.14
O -2.791 0.854 -0.944 -0.52
O -2.780 -0.474 0.901 -0.49
O 1.544 -0.034 1.697 -0.29
H 1.514 0.612 -1.184 0.22
H 0.434 -0.782 -0.579 0.23
H 2.282 -0.740 -0.216 0.22